Record 1
{
  "formula": "C20H31BN10O2RuSSe2",
  "method": "wB97M-V/def2-TZVPD",
  "symbols": ["Ru", "Se", "Se", "S", "O", "O", "N", "N", "N", "N", "N", "N", "N", "N", "N", "N", "C", "C", "C", "C", "C", "C", "C", "C", "C", "C", "C", "C", "C", "C", "C", "C", "C", "C", "C", "C", "B", "H", "H", "H", "H", "H", "H", "H", "H", "H", "H", "H", "H", "H", "H", "H", "H", "H", "H", "H", "H", "H", "H", "H", "H", "H", "H", "H", "H", "H", "H", "H"],
  "positions_angstrom": [[-0.23330, -0.20930, 0.04570], [0.28990, 0.35060, -2.76660], [2.62390, 0.07960, 0.05650], [-0.46700, -0.44900, 2.98420], [0.61660, -1.23830, 3.48390], [-1.37960, -1.10940, 2.06000], [1.89750, 2.16670, 1.67270], [1.23690, 1.61040, 3.88640], [-2.40850, -0.17870, -0.55220], [0.12460, 0.77690, 2.04990], [-0.32230, 2.34520, -0.34820], [-3.80010, 2.01630, 7.16570], [-2.81090, -1.44750, -0.44350], [-0.91550, -3.00820, -0.10690], [0.25800, -2.36850, -0.02420], [-0.04050, 2.96480, -1.60260], [-3.02110, 1.45300, 6.21450], [0.58700, -1.35380, -3.69160], [3.45870, -1.43000, -0.89980], [2.87630, 2.90690, 2.16630], [-1.42980, 0.27760, 4.27270], [-2.70550, 0.70560, 3.94390], [2.19730, 0.91710, -2.74960], [3.09110, 3.04900, 3.52600], [0.94920, -2.92000, 0.98350], [0.21430, -3.95510, 1.54100], [-1.71520, 1.02880, 6.51750], [2.21280, 2.35510, 4.35310], [-0.92680, 0.44250, 5.55330], [-3.50340, 1.28420, 4.90510], [2.75180, 1.38680, -1.42330], [-3.26980, 0.57620, 0.13590], [-0.96870, -3.96680, 0.81610], [-3.91750, -1.51190, 0.29270], [-4.25840, -0.22810, 0.68870], [1.10430, 1.51930, 2.55680], [-2.02200, -2.59790, -1.10940], [2.71720, -1.97660, -1.47590], [3.50680, 3.39240, 1.43120], [-4.72890, 2.32970, 6.95040], [-3.19250, 1.64810, 0.16100], [-3.05690, 0.55440, 2.93560], [-0.87580, 2.93320, -2.18400], [-1.82500, -4.60240, 0.91650], [-4.40240, -2.44400, 0.49990], [3.81160, 1.63260, -1.55230], [-4.50660, 1.60190, 4.66450], [4.26290, -1.06320, -1.53360], [0.49630, 2.44500, 0.26610], [3.88250, -2.08670, -0.14310], [1.35770, -1.22890, -4.45050], [-2.73460, -3.52500, -1.28700], [0.48340, -4.59200, 2.35700], [-1.33910, 1.16120, 7.52020], [2.28760, 2.40580, 5.43130], [-0.34720, -1.63640, -4.17370], [2.22290, 2.26710, -1.06340], [0.86070, -2.12430, -2.97480], [-5.08930, 0.07740, 1.29180], [-1.50240, -2.14250, -2.08150], [1.93080, -2.57760, 1.25800], [2.76280, 0.06700, -3.13000], [3.88840, 3.65080, 3.92360], [-3.45720, 2.14500, 8.10010], [0.07390, 0.10610, 5.76520], [2.26170, 1.74040, -3.46350], [-1.12610, 2.75470, 0.13080], [0.22920, 3.94540, -1.49090]],
  "forces_ev_per_angstrom": [[2.092, 1.674, -2.465], [0.329, -0.807, 0.924], [-0.617, -0.429, -0.641], [-0.004, 0.576, 0.773], [0.036, -0.005, 0.444], [-0.056, 0.298, -0.479], [-0.753, -0.009, 0.017], [-0.220, -0.344, -0.214], [2.023, 0.171, 0.455], [-1.951, -2.143, -1.014], [-0.153, -0.869, 0.698], [-0.234, 0.191, 0.316], [-0.970, -0.616, 0.174], [-0.588, -1.085, 0.235], [-0.395, 2.273, -0.054], [-0.093, 0.276, -0.188], [0.254, -0.157, -0.385], [-0.142, -0.065, 0.135], [-0.422, 0.026, 0.127], [0.176, 0.234, 0.412], [0.292, -0.427, -0.565], [-0.078, -0.025, 0.059], [-0.270, -0.114, 0.068], [-0.042, -0.133, -0.118], [-0.104, -0.718, 0.534], [0.336, 0.260, -0.222], [-0.075, -0.041, -0.102], [0.265, 0.317, -0.167], [-0.076, -0.084, 0.048], [0.119, 0.010, 0.115], [-0.143, -0.199, 0.258], [-0.744, -0.128, 0.408], [0.277, 0.207, -0.200], [0.164, 0.164, -0.145], [0.170, 0.443, -0.151], [1.574, 1.293, 0.367], [0.269, 0.220, 0.177], [0.036, 0.003, -0.055], [0.096, 0.114, 0.046], [0.059, -0.012, 0.067], [0.186, 0.090, 0.087], [-0.160, 0.009, -0.067], [0.192, -0.041, 0.152], [-0.196, -0.130, -0.116], [-0.074, -0.240, -0.079], [-0.126, -0.064, 0.138], [-0.116, 0.047, -0.044], [-0.035, 0.114, 0.023], [-0.144, 0.095, -0.159], [-0.034, 0.043, 0.004], [-0.024, 0.131, 0.068], [-0.262, -0.268, -0.064], [0.116, -0.137, 0.133], [0.066, -0.006, 0.128], [0.093, 0.057, 0.106], [0.033, 0.084, 0.089], [0.148, -0.076, -0.009], [0.018, 0.042, -0.006], [-0.212, 0.035, 0.011], [0.091, -0.010, -0.262], [-0.025, 0.172, 0.049], [-0.075, 0.054, -0.043], [0.115, 0.082, 0.013], [-0.073, 0.004, -0.044], [0.101, -0.023, 0.122], [-0.006, -0.097, -0.012], [0.208, -0.046, -0.054], [-0.243, -0.258, 0.141]],
  "nbo_charge": [0.951, 0.508, 0.531, 2.335, -0.927, -0.960, -0.583, -0.494, -0.328, -0.910, -0.657, -0.777, -0.273, -0.281, -0.329, -0.683, 0.218, -0.787, -0.807, 0.106, -0.433, -0.099, -0.565, -0.345, -0.002, -0.310, -0.287, 0.126, -0.107, -0.294, -0.569, -0.025, 0.049, 0.044, -0.328, 0.557, 0.162, 0.234, 0.199, 0.398, 0.208, 0.225, 0.375, 0.233, 0.234, 0.242, 0.211, 0.233, 0.417, 0.245, 0.231, -0.019, 0.244, 0.217, 0.205, 0.254, 0.243, 0.239, 0.239, -0.049, 0.218, 0.229, 0.238, 0.399, 0.245, 0.248, 0.370, 0.363],
  "homo_ev": [-10.2, -10.2],
  "total_charge": 1,
  "multiplicity": 2,
  "de_lowest_kj_mol": 227.4,
  "s_squared": 0.77
}

Record 2
{
  "formula": "C20H31HfN4",
  "method": "wB97M-V/def2-TZVPD",
  "symbols": ["Hf", "N", "N", "N", "N", "C", "C", "C", "C", "C", "C", "C", "C", "C", "C", "C", "C", "C", "C", "C", "C", "C", "C", "C", "C", "H", "H", "H", "H", "H", "H", "H", "H", "H", "H", "H", "H", "H", "H", "H", "H", "H", "H", "H", "H", "H", "H", "H", "H", "H", "H", "H", "H", "H", "H", "H"],
  "positions_angstrom": [[0.54295, -0.25161, -0.66563], [-3.58971, 0.92472, 1.75879], [-1.20414, 0.63643, 1.00500], [-1.88873, 0.29812, 3.41096], [-1.93627, 2.55044, 2.46623], [-1.66802, 1.74321, 3.66802], [-2.68525, 0.52317, 0.66895], [3.01716, -2.53501, -0.19958], [0.73268, 2.39635, -0.89069], [4.10924, -0.38967, -0.74380], [-0.39463, 1.93196, -1.64584], [1.51050, 0.84391, -2.43153], [0.37639, -2.16092, -1.94829], [3.46923, -1.86776, -2.58558], [2.92853, -1.32793, -1.18052], [-1.07025, 2.10538, 1.36660], [-0.99425, -0.11655, 2.31381], [-3.30110, 0.12567, 2.97455], [-0.70832, -1.32585, -2.38418], [-1.25372, -2.13612, -0.30537], [-0.01001, -2.71337, -0.66998], [-3.35633, 2.33233, 2.09150], [-1.67934, -1.27891, -1.36219], [0.09859, 1.03981, -2.63119], [1.90017, 1.71071, -1.32238], [-2.34212, 2.07855, 4.45818], [2.55971, -3.47214, -0.57627], [2.90366, 1.90156, -0.94116], [2.52034, -2.27316, 0.75534], [3.36383, -1.11836, -3.37440], [4.34423, 0.40387, -1.47708], [-1.35561, 2.69542, 0.49894], [3.89976, 0.11479, 0.21328], [-2.69825, -0.89425, -1.49405], [2.98909, -2.77890, -2.96729], [-3.98336, 2.58274, 2.95169], [-0.90158, -1.01751, -3.41845], [0.03341, 0.07652, 2.65806], [-2.86693, 1.17631, -0.19671], [0.69038, 3.20772, -0.17471], [0.49626, -3.53583, -0.12838], [-0.02493, 2.28777, 1.65119], [-1.38694, 2.39350, -1.65183], [4.10298, -2.73258, -0.01101], [-3.50343, -0.93389, 2.78504], [-0.62045, 1.88310, 3.97047], [2.18658, 0.40100, -3.15874], [1.11856, -2.55701, -2.62940], [5.01425, -1.04273, -0.63328], [-2.95666, -0.49999, 0.41743], [-3.62449, 2.95691, 1.23067], [-1.15045, -1.18313, 2.13005], [4.54940, -2.08283, -2.45450], [-1.86913, -2.38096, 0.55918], [-3.95564, 0.48978, 3.78052], [-0.47784, 0.79522, -3.53044]],
  "forces_ev_per_angstrom": [[-0.165, -0.093, 0.271], [0.786, -0.148, 0.034], [-0.404, 0.244, 1.348], [-0.163, 0.304, -0.832], [-0.119, -0.628, -0.270], [0.184, -0.279, -0.400], [-0.578, -0.002, 0.417], [0.166, 0.271, -0.165], [0.260, -0.755, -0.590], [-0.382, -0.164, 0.035], [0.940, 0.198, -0.217], [-0.176, 1.931, -0.465], [-1.587, -1.360, -0.583], [-0.631, 0.418, 0.853], [0.745, -0.366, -0.059], [-0.197, 0.220, 0.849], [-0.468, 0.321, 0.534], [0.378, 0.353, -0.134], [-0.252, -1.745, -0.672], [0.287, -0.124, -0.662], [-0.192, -0.069, -0.051], [0.457, -0.116, -0.008], [-0.078, -0.523, -0.220], [0.750, 1.463, -1.029], [-0.959, 0.359, -0.628], [0.167, -0.098, 0.037], [0.250, 0.578, 0.122], [-0.427, -0.270, -0.213], [0.362, -0.313, -0.018], [0.222, -0.009, 0.020], [-0.117, -0.424, 0.185], [0.197, -0.070, 0.023], [0.251, -0.190, -0.060], [0.828, 0.157, 0.147], [0.104, 0.106, 0.298], [0.054, 0.166, -0.208], [0.387, -0.262, 0.837], [-0.120, -0.159, -0.204], [0.033, -0.262, 0.195], [0.180, -0.353, 0.073], [-0.286, 1.002, -0.355], [-0.311, 0.012, -0.072], [0.375, -0.515, 0.156], [-0.875, -0.126, 0.128], [0.052, 0.153, 0.008], [-0.292, 0.030, 0.024], [-0.267, -0.116, 0.517], [0.031, 0.263, 0.459], [-0.545, 0.802, 0.031], [0.239, 0.195, 0.156], [0.108, -0.047, 0.196], [0.142, 0.203, 0.032], [-0.530, 0.022, -0.192], [0.431, 0.058, -0.151], [0.187, -0.255, -0.257], [0.570, 0.013, 0.728]],
  "nbo_charge": [1.929, -0.451, -0.579, -0.442, -0.451, -0.081, -0.065, -0.640, -0.247, -0.644, -0.359, -0.401, -0.344, -0.638, -0.333, -0.064, -0.081, -0.082, -0.351, -0.280, -0.328, -0.079, -0.350, -0.310, -0.342, 0.217, 0.206, 0.280, 0.187, 0.195, 0.204, 0.209, 0.192, 0.263, 0.198, 0.214, 0.264, 0.207, 0.210, 0.257, 0.280, 0.207, 0.258, 0.216, 0.206, 0.204, 0.282, 0.271, 0.210, 0.211, 0.206, 0.215, 0.216, 0.250, 0.218, 0.263],
  "homo_ev": -10.8,
  "total_charge": 1
}

Max |F| across the listed records, respectively: 0.07080 0.04220 Eh/bohr.